(1)
Formula: C17H38BrClFN5O6P
Source: the OMol25 dataset
Level of theory: the ωB97M-V functional and the def2-TZVPD basis

XYZ file:
```
70
Properties=species:S:1:pos:R:3:forces:R:3:nbo_charge:R:1
C 2.82285 1.23426 -1.15327 0.5520 0.4648 -0.5181 -0.609
C 2.37502 0.19890 -2.23441 0.0889 0.8273 0.2213 -0.717
P 1.12130 -1.09302 -1.59085 1.8409 -0.0393 0.1095 1.822
F 1.68306 -2.14598 -2.83494 -0.2699 0.2881 0.3067 -0.644
Cl 2.65672 -1.97496 -0.30541 0.1010 -0.1692 0.4857 -0.443
Br -0.44494 -0.29793 -3.13049 -0.8032 0.2857 -0.5027 -0.398
N 0.03762 -2.46589 -1.04996 0.7971 1.2557 -0.6495 -0.837
C -0.52873 -2.96622 -1.99692 -0.2067 0.2983 2.1817 0.872
O -1.24158 -3.49285 -2.72329 -0.9976 -1.3161 -1.9402 -0.531
O 0.62921 -0.07414 -0.33843 -0.8117 -1.0967 -0.9157 -0.837
C -0.71766 0.06972 0.03262 -1.0559 1.9936 1.7686 -0.074
C -1.15243 1.60079 -0.15498 0.3363 -1.0592 -0.4581 -0.240
N -2.28449 1.71959 -1.10427 -0.1880 0.6917 1.2917 -0.627
C -3.59886 1.77598 -0.43239 -1.0591 0.5626 -1.1430 -0.249
C -4.55782 0.63335 -0.90885 1.0012 -0.6556 -0.2564 0.086
C -4.27557 0.12791 -2.36713 -1.1524 0.1902 0.2768 -0.629
O -4.32563 -0.51322 -0.02756 -0.9793 0.5396 -0.0895 -0.732
H 3.15317 0.77035 -0.20341 -0.3788 0.2010 -0.5636 0.226
H 3.70321 1.81390 -1.54436 -0.5797 -0.5309 0.2029 0.184
H 2.03408 2.00201 -0.96878 0.4620 -0.7588 0.0485 0.190
H 1.88913 0.77929 -3.05207 0.2552 -0.5660 0.5882 0.218
H 3.25141 -0.30757 -2.68664 -0.6528 0.0935 0.6212 0.240
H -0.79675 -0.09557 1.14427 0.2419 -0.2637 -0.8544 0.155
H -1.52069 -0.53265 -0.42681 0.9316 -0.1106 -0.2487 0.215
H -0.28034 2.11287 -0.61696 -0.5062 -0.2409 0.5214 0.207
H -1.40064 2.03236 0.85073 0.2603 -0.0988 -0.8087 0.166
H -2.18470 2.60073 -1.59982 0.1456 -0.3310 0.0092 0.354
H -3.53806 1.81147 0.67640 0.0453 -0.2500 -0.7815 0.216
H -4.08103 2.74562 -0.73946 0.2029 -0.6766 0.3536 0.167
H -5.64312 0.88797 -0.84976 0.7124 0.2541 0.1961 0.140
H -3.82699 0.90572 -3.01802 0.0798 -0.6378 0.5678 0.222
H -5.26612 -0.12430 -2.82790 0.7391 0.0019 0.3187 0.183
H -3.68628 -0.80811 -2.31158 -0.0015 0.8142 -0.2024 0.251
H -4.94389 -0.35730 0.70420 0.5202 -0.3471 -0.1006 0.452
C -4.85634 5.89827 2.18162 0.0293 0.0743 -0.0167 -0.720
C -4.93619 4.40587 1.97681 0.2769 -0.3132 -0.0532 0.675
O -3.94142 3.71821 1.82690 -0.0943 0.3238 0.2758 -0.615
N -6.17243 3.83205 1.96226 0.1312 0.3036 0.0486 -0.622
C -7.46222 4.47310 2.12090 0.0756 -0.5632 -0.0923 -0.410
H -3.81302 6.20473 2.16869 -0.0307 -0.1576 -0.0219 0.248
H -5.38048 6.41865 1.37789 -0.0767 0.0728 0.1252 0.223
H -5.28579 6.17042 3.14750 -0.0900 0.0986 -0.0912 0.222
H -6.14881 2.83360 1.82055 -0.0094 0.0537 -0.0092 0.402
H -7.96712 4.03485 2.98448 -0.1672 0.1944 -0.0111 0.194
H -8.06040 4.28155 1.22756 -0.1599 0.1803 0.0816 0.197
H -7.36794 5.54502 2.26638 0.0808 -0.0559 -0.0129 0.210
C 5.11906 -3.18538 -3.09234 -0.1030 -0.0902 0.0094 -0.733
C 5.75032 -1.92212 -2.56455 -0.2949 0.1695 0.2811 0.678
O 5.16556 -1.18891 -1.79298 0.5532 0.0896 -0.1840 -0.596
N 7.01821 -1.61580 -2.98256 -0.1113 -0.2295 -0.0864 -0.634
C 7.86677 -2.35872 -3.89016 0.1127 0.5268 0.2949 -0.408
H 4.11976 -3.28624 -2.67113 0.0558 0.1886 0.0372 0.283
H 5.03392 -3.13944 -4.18004 0.0673 -0.1331 0.0035 0.218
H 5.71100 -4.05504 -2.79790 0.0232 -0.0251 -0.1598 0.211
H 7.37334 -0.75823 -2.58880 -0.0297 -0.0458 -0.0208 0.395
H 8.78870 -2.62764 -3.36828 0.0677 -0.1745 -0.2046 0.186
H 8.11648 -1.71902 -4.74039 0.0984 -0.2196 -0.1374 0.187
H 7.38247 -3.26128 -4.25069 -0.0582 0.0627 0.0671 0.213
C 2.46616 -3.46074 5.94917 0.0158 -0.0253 0.1482 -0.717
C 3.29048 -2.68815 4.94768 0.2872 0.2798 -0.3714 0.667
O 4.33121 -2.12380 5.26504 -0.0608 -0.1029 0.2101 -0.654
N 2.84130 -2.63583 3.67162 0.0495 -0.1400 0.5573 -0.604
C 1.64278 -3.23641 3.11531 0.2519 0.2716 -0.3283 -0.414
H 2.94976 -3.41311 6.92270 0.0721 0.0747 -0.1150 0.233
H 1.46991 -3.02386 6.03510 -0.0495 -0.1624 -0.0469 0.223
H 2.39192 -4.50746 5.64964 -0.1734 0.0346 0.0055 0.221
H 3.43802 -2.10394 3.05352 -0.1305 -0.0311 -0.1015 0.417
H 1.93800 -3.91497 2.31425 -0.2637 0.0059 -0.0604 0.215
H 1.02244 -2.44294 2.69662 -0.1306 -0.2060 -0.1220 0.221
H 1.07486 -3.78373 3.86302 0.1139 0.0558 0.0653 0.191
```
Forces are in eV/Å.

Computed properties:
Gap between HOMO and LUMO in eV: 7.2
Charge: -1
HOMO level in eV: -5.277
Molecular weight in g/mol: 573.85
Energy relative to the best compared isomer or geometry (same formula, charge and spin) in kcal per mole: 25.81
Spin multiplicity: 1
E in eV: -132556.2614
LUMO level in eV: 1.94

=====

(2)
Formula: C17H38ClNO7
Source: the OMol25 dataset
Level of theory: the ωB97M-V functional and the def2-TZVPD basis

XYZ file:
```
64
Properties=species:S:1:pos:R:3:forces:R:3:nbo_charge:R:1
C -2.23210 -2.20547 4.79305 0.0541 0.2778 -0.3171 -0.622
C -2.66368 -1.26116 3.65356 -0.3412 -0.2463 0.1104 -0.208
C -3.83059 -1.83671 2.82587 0.6444 0.1365 0.1114 -0.609
C -1.50088 -0.83708 2.76332 -0.1080 -0.0451 0.1344 -0.434
C -1.07629 -1.90098 1.74888 -0.3282 0.5090 -0.2240 -0.072
O 0.33087 -2.17454 1.79852 -0.1480 -0.4837 -0.1706 -0.532
C 1.04896 -1.28641 1.08626 -1.2369 -1.9941 -0.4828 0.895
O 1.64118 -0.43246 1.61184 1.6056 2.4357 1.0525 -0.534
N 1.03670 -1.54575 -0.32049 0.0442 0.1838 -0.4838 -0.471
Cl 2.38710 -2.61889 -0.58981 -0.1542 -0.2007 0.1576 0.116
C 1.22595 -0.32984 -1.11861 -0.4113 0.2007 -0.4851 -0.250
C -0.10799 0.34375 -1.45933 -0.0263 0.4368 0.6745 -0.396
C -0.00256 1.86738 -1.26101 0.1036 -0.7439 -1.0268 -0.446
C -1.00961 2.56745 -2.15321 -0.4061 0.0983 0.1101 -0.059
O -1.29717 3.94070 -1.79513 -0.2324 -0.5889 0.1078 -0.560
C -0.29266 4.55642 -1.12910 -1.5107 -0.6361 1.5204 0.663
O 0.58228 5.12859 -1.63533 2.2405 1.3921 -1.6050 -0.518
H -2.71485 -3.16943 4.68949 -0.0601 -0.2462 0.1815 0.202
H -2.49520 -1.76076 5.74274 -0.1761 -0.1254 0.3492 0.214
H -1.15657 -2.36028 4.82122 0.1593 -0.0650 -0.1266 0.224
H -3.06461 -0.36689 4.11822 0.1484 0.3579 0.0645 0.200
H -3.78825 -1.41307 1.82710 -0.3027 0.0285 -0.2422 0.200
H -4.78419 -1.59490 3.27363 -0.2733 -0.0266 0.0843 0.217
H -3.74722 -2.91656 2.75170 -0.0842 -0.1794 -0.1437 0.200
H -1.78617 0.07009 2.23725 -0.0357 0.1849 -0.1808 0.198
H -0.65835 -0.56923 3.39019 0.2931 -0.0165 0.0782 0.234
H -1.61421 -2.82838 1.87133 0.1718 -0.3890 0.2326 0.203
H -1.32299 -1.53858 0.75186 0.0258 -0.1883 -0.2468 0.181
H 1.68167 -0.63217 -2.04499 0.3016 -0.1012 -0.2044 0.229
H 1.88048 0.40702 -0.66383 0.3097 -0.2435 0.3302 0.217
H -0.89811 0.01184 -0.79152 -0.1839 -0.3503 -0.0184 0.202
H -0.40518 0.10065 -2.47256 -0.1154 -0.0856 -0.2142 0.210
H -0.13537 2.06108 -0.20383 0.0821 0.3461 0.1623 0.216
H 0.98941 2.13718 -1.60698 0.3009 0.4302 0.3824 0.216
H -0.67781 2.55506 -3.18857 0.2042 -0.0241 -0.1236 0.183
H -1.95640 2.03741 -2.12684 -0.2751 0.0828 0.1008 0.190
H -0.37112 4.53644 -0.03305 -0.3874 -0.2014 0.1059 0.103
C 4.36497 -3.21432 3.29406 0.0345 -0.0064 0.0301 -0.634
C 2.98532 -3.67821 3.72723 -0.0326 0.2562 -0.2623 -0.060
O 2.13634 -2.57565 4.01128 0.1656 -0.1528 0.3785 -0.723
H 4.82064 -2.60090 4.07226 -0.0042 -0.0458 0.0317 0.211
H 5.01927 -4.06377 3.08723 0.0012 0.0211 -0.0261 0.206
H 4.29868 -2.59879 2.39320 -0.0083 -0.0676 -0.0445 0.200
H 3.05169 -4.27597 4.63592 -0.0797 0.0321 0.0270 0.173
H 2.52439 -4.29246 2.94400 0.0829 -0.1190 0.0385 0.153
H 2.06262 -2.05022 3.20949 -0.1160 0.0977 0.1021 0.470
C 6.02295 -0.18618 -3.47284 0.0257 0.0020 0.0323 -0.633
C 4.65602 -0.58734 -2.95131 0.0638 0.2807 -0.2805 -0.065
O 3.86714 0.56636 -2.65557 -0.0701 -0.0646 0.0500 -0.729
H 6.54200 0.43152 -2.73947 -0.0046 -0.0549 0.0395 0.216
H 6.63368 -1.06410 -3.68874 0.0043 0.0168 -0.0288 0.214
H 5.92966 0.40548 -4.38680 0.0009 -0.0815 -0.0489 0.198
H 4.75115 -1.15776 -2.02909 -0.1164 0.0753 0.0575 0.183
H 4.12688 -1.20556 -3.68486 0.0731 -0.1196 0.0458 0.155
H 3.77170 1.07155 -3.47083 0.0523 -0.0029 0.0807 0.462
C -5.31527 4.65642 -3.62736 -0.0061 0.0205 0.0422 -0.633
C -4.44253 3.41851 -3.54352 -0.2269 0.0433 -0.3407 -0.061
O -5.19672 2.24057 -3.82560 0.0775 -0.0772 0.1408 -0.723
H -6.14595 4.58275 -2.92471 0.0460 -0.0028 0.0460 0.212
H -4.74189 5.55678 -3.40165 -0.0108 0.0038 -0.0288 0.216
H -5.74495 4.75880 -4.62694 0.0779 0.0465 -0.0258 0.196
H -4.03251 3.31167 -2.54059 -0.0246 -0.1195 -0.0020 0.178
H -3.60770 3.48289 -4.24974 0.0879 0.1205 0.1092 0.155
H -5.55210 2.32643 -4.71687 0.0143 -0.0217 0.0813 0.460
```
Forces are in eV/Å.

Computed properties:
Gap between HOMO and LUMO in eV: 9.9
HOMO level in eV: -9.758
Molecular weight in g/mol: 403.94
Energy relative to the best compared isomer or geometry (same formula, charge and spin) in kcal per mole: 7.20
Spin multiplicity: 1
SMILES string: CC(C)CCOC(=O)N(Cl)CCCCOC=O.CCO.CCO.CCO
E in eV: -46587.1965
LUMO level in eV: 0.16